Molecular formula: C21H26FN3O4
Method: DFT, wB97M-V/def2-TZVPD

```
55
C21H26FN3O4, DFT wB97M-V/def2-TZVPD
C -3.03 -4.33 -0.15
H -3.18 -5.23 -0.75
H -2.97 -4.61 0.89
C -1.74 -3.63 -0.58
H -1.81 -3.36 -1.64
C -1.48 -2.37 0.24
N -2.51 -1.38 0.04
C -3.28 -0.89 1.02
O -3.18 -1.18 2.20
C -4.32 0.13 0.52
O -3.83 0.90 -0.56
C -2.77 1.71 -0.33
C -2.23 1.96 0.88
O -1.15 2.76 1.06
C -0.56 3.31 -0.01
C -1.03 3.13 -1.26
C -2.18 2.30 -1.55
O -2.60 2.08 -2.67
H -0.53 3.59 -2.10
C 0.74 4.01 0.33
N 1.87 3.10 0.36
C 2.17 2.49 -0.93
C 3.49 1.72 -0.80
N 3.43 0.71 0.24
C 2.94 -0.56 -0.02
C 3.02 -1.55 0.96
C 2.60 -2.84 0.73
C 2.08 -3.16 -0.52
C 2.00 -2.22 -1.52
C 2.42 -0.93 -1.27
H 2.33 -0.21 -2.07
H 1.59 -2.49 -2.48
F 1.66 -4.43 -0.75
H 2.67 -3.60 1.49
H 3.45 -1.32 1.92
C 3.13 1.36 1.50
C 1.79 2.10 1.40
H 1.57 2.60 2.35
H 1.00 1.35 1.21
H 3.08 0.63 2.31
H 3.92 2.08 1.71
H 3.76 1.26 -1.75
H 4.28 2.42 -0.52
H 2.27 3.28 -1.67
H 1.37 1.80 -1.25
H 0.66 4.47 1.31
H 0.94 4.78 -0.42
H -2.57 1.55 1.82
H -5.18 -0.42 0.12
H -4.66 0.75 1.35
H -2.69 -1.08 -0.91
H -1.48 -2.61 1.31
H -0.51 -1.94 -0.03
H -0.90 -4.30 -0.46
H -3.89 -3.68 -0.29
```

Results
SMILES string: CCCNC(=O)COc1coc(CN2CCN(c3ccc(F)cc3)CC2)cc1=O
Multiplicity: 1
Frontier orbital gap (eV): 8.42